# 1
ORCA calculation (the ωB97M-V functional and the def2-TZVPD basis) on a structure of composition C35H28CdN2P2STe at a distorted geometry.

Geometry as XYZ:
```
70
Properties=species:S:1:pos:R:3:forces:R:3
Cd 2.142 -0.191 1.925 0.17 0.20 -0.04
Te -1.027 -3.263 -0.456 -0.08 0.83 -0.36
C -2.258 -2.571 -2.052 0.07 -0.09 0.11
C -1.754 -2.493 -3.344 -0.06 0.02 0.00
C -2.499 -1.825 -4.307 -0.13 0.03 0.02
N -3.682 -1.256 -4.065 0.06 -0.07 0.08
C -4.165 -1.361 -2.826 0.04 -0.02 -0.12
C -3.499 -2.007 -1.792 0.01 0.00 -0.06
C -0.232 -1.305 -0.247 0.65 -0.75 0.97
P -0.518 -0.416 1.308 -0.21 0.22 -0.79
C -0.901 1.305 0.774 -0.04 -0.06 0.12
C -0.372 2.393 1.460 -0.09 -0.01 -0.04
C -0.695 3.694 1.086 -0.01 -0.02 0.01
C -1.550 3.911 0.018 0.02 0.03 0.00
C -2.080 2.829 -0.678 0.03 -0.03 -0.08
C -1.753 1.535 -0.306 0.05 -0.01 -0.04
C -2.118 -0.920 2.057 0.22 -0.21 0.18
C -2.142 -2.144 2.731 -0.03 0.10 0.06
C -3.323 -2.653 3.249 0.07 -0.01 -0.01
C -4.500 -1.931 3.121 -0.04 0.01 0.01
C -4.480 -0.687 2.509 0.03 0.03 -0.01
C -3.297 -0.178 1.986 0.05 -0.10 -0.02
P 1.544 -1.097 -0.495 -0.55 0.38 -0.41
C 2.212 -2.300 -1.705 0.05 -0.18 0.26
C 2.426 -3.607 -1.261 0.10 0.06 -0.07
C 2.844 -4.597 -2.136 -0.02 0.02 0.07
C 3.076 -4.287 -3.468 0.02 -0.02 -0.03
C 2.922 -2.982 -3.909 -0.01 0.05 0.02
C 2.499 -1.989 -3.033 -0.06 -0.09 0.06
C 1.731 0.483 -1.421 0.07 -0.08 0.00
C 2.758 1.371 -1.114 -0.04 -0.08 -0.15
C 2.912 2.550 -1.836 0.03 -0.04 0.01
C 2.039 2.844 -2.871 -0.01 0.04 -0.04
C 1.014 1.959 -3.188 -0.06 0.01 0.04
C 0.859 0.787 -2.465 -0.10 0.04 0.06
H -0.790 -2.922 -3.594 -0.02 0.03 0.00
H -2.128 -1.738 -5.324 -0.01 0.00 0.05
H -5.132 -0.899 -2.651 0.04 -0.02 0.00
H -3.932 -2.046 -0.799 0.01 0.03 -0.03
H 0.288 2.225 2.300 0.07 0.02 0.05
H -0.283 4.534 1.634 0.02 -0.04 -0.03
H -1.798 4.923 -0.281 0.00 -0.04 0.01
H -2.736 2.995 -1.524 0.01 0.00 0.04
H -2.151 0.687 -0.854 0.04 0.00 -0.03
H -1.220 -2.693 2.867 0.03 -0.10 -0.09
H -3.325 -3.617 3.744 0.01 0.04 0.01
H -5.429 -2.330 3.512 0.04 0.02 -0.01
H -5.390 -0.103 2.435 0.03 -0.01 0.00
H -3.300 0.799 1.530 0.00 0.06 -0.10
H 2.282 -3.844 -0.215 -0.11 -0.06 0.04
H 2.983 -5.610 -1.779 0.02 0.03 0.01
H 3.393 -5.061 -4.158 0.00 0.03 0.03
H 3.133 -2.729 -4.941 -0.01 0.00 0.03
H 2.399 -0.976 -3.388 -0.05 0.06 -0.04
H 3.457 1.142 -0.321 0.06 0.02 0.10
H 3.720 3.230 -1.594 -0.04 -0.02 0.02
H 2.154 3.764 -3.432 -0.01 -0.05 0.02
H 0.323 2.192 -3.989 0.03 -0.01 0.00
H 0.051 0.099 -2.695 -0.02 0.04 0.03
S 4.367 0.990 2.431 -0.19 -0.24 -0.08
C 3.397 1.815 3.612 -0.07 0.05 0.16
C 3.834 2.955 4.306 -0.02 -0.02 0.03
C 2.977 3.573 5.191 0.02 0.00 -0.03
C 1.700 3.050 5.405 0.00 0.05 0.06
C 1.348 1.916 4.711 0.10 -0.12 -0.09
N 2.168 1.315 3.836 -0.15 0.11 0.10
H 4.832 3.330 4.128 -0.04 0.03 -0.01
H 3.292 4.466 5.719 0.01 -0.05 -0.02
H 1.003 3.514 6.091 0.06 -0.05 -0.03
H 0.377 1.451 4.842 0.00 0.03 -0.04
```
Positions in Å, forces in eV/Å.

Properties
Energy above the lowest of the compared OMol25 structures with the same formula, charge and spin (eV): 0.679
Highest occupied orbital energy (eV): -7.17
Max |F| (eV/Å): 1.39
E_tot (hartree): -2976.6678
HOMO-LUMO gap (eV): 7.000

Löwdin atomic charge list, values in e, 8 entries: 1.07 1.22 -0.55 -0.13 -0.16 0.05 -0.16 -0.14

***

# 2
ORCA calculation (the ωB97M-V functional and the def2-TZVPD basis) on a structure of composition C35H28CoF3N4O2SSb.

Geometry as XYZ:
```
75
Properties=species:S:1:pos:R:3:forces:R:3
Co 0.585 -0.335 -0.717 -0.55 0.12 0.60
N 4.636 -6.079 2.754 0.04 -0.01 0.03
C 3.704 -5.279 2.176 -0.06 0.03 -0.05
C 2.909 -5.759 1.118 0.00 0.06 0.02
C 1.940 -4.964 0.557 -0.06 -0.08 -0.05
C 1.745 -3.667 1.029 -0.02 0.12 0.03
C 2.530 -3.171 2.063 0.04 0.11 0.02
C 3.500 -3.967 2.633 0.00 -0.04 -0.03
S 0.458 -2.730 0.343 0.04 -0.43 -0.15
O 0.435 -1.411 1.044 -0.06 0.50 -0.27
O -0.751 -3.494 0.330 0.06 0.13 0.04
N 0.898 -2.223 -1.127 0.38 -0.14 -0.49
C -0.066 -2.286 -2.141 -0.01 0.20 0.06
N -0.576 -1.054 -2.357 0.05 -0.30 0.12
C -1.413 -0.906 -3.380 -0.03 -0.10 0.07
C -1.776 -1.997 -4.149 0.00 0.06 0.02
C -1.241 -3.228 -3.794 -0.05 0.01 -0.05
N -0.371 -3.384 -2.797 0.07 0.06 0.02
H 4.834 -6.989 2.384 0.00 0.00 -0.01
H 5.255 -5.720 3.457 0.01 0.00 0.01
H 3.056 -6.766 0.750 0.01 -0.01 0.01
H 1.326 -5.349 -0.247 -0.02 0.01 0.00
H 2.375 -2.164 2.426 -0.02 0.00 -0.01
H 4.105 -3.583 3.444 0.00 0.00 0.01
H -1.804 0.088 -3.559 -0.02 0.01 -0.02
H -2.460 -1.900 -4.978 0.00 0.01 0.00
H -1.515 -4.125 -4.336 0.01 0.00 0.01
F -3.818 5.930 -2.650 -0.01 0.01 -0.01
C -3.218 4.949 -1.967 0.01 -0.02 0.01
C -3.328 4.935 -0.588 0.00 0.01 -0.08
C -2.702 3.918 0.112 0.04 -0.05 0.11
C -1.975 2.931 -0.555 -0.08 0.12 0.00
C -1.892 2.979 -1.943 0.03 -0.07 -0.07
C -2.511 3.988 -2.666 -0.05 0.06 0.05
Sb -1.009 1.371 0.476 0.45 -0.01 -0.32
C -2.594 0.473 1.526 -0.09 0.00 0.05
C -3.909 0.806 1.214 -0.06 0.05 -0.05
C -4.969 0.199 1.870 0.03 -0.04 0.05
C -4.686 -0.742 2.841 0.03 -0.01 0.00
F -5.702 -1.333 3.482 -0.01 -0.01 0.00
C -3.392 -1.102 3.172 -0.08 0.04 -0.02
C -2.346 -0.490 2.503 0.07 -0.08 0.01
C 0.108 2.428 1.923 -0.01 0.04 0.10
C 0.639 1.744 3.015 -0.01 -0.08 0.04
C 1.474 2.383 3.917 0.01 0.09 -0.03
C 1.780 3.715 3.701 -0.03 -0.04 -0.03
F 2.591 4.338 4.564 0.01 0.01 0.02
C 1.281 4.423 2.624 0.03 -0.04 0.08
C 0.442 3.766 1.736 -0.04 0.05 -0.06
H -3.896 5.708 -0.089 0.00 0.00 0.01
H -2.786 3.899 1.193 0.01 0.00 0.00
H -1.330 2.222 -2.477 0.01 -0.01 0.00
H -2.459 4.042 -3.744 0.01 -0.01 -0.01
H -4.128 1.547 0.454 0.02 -0.02 0.00
H -5.997 0.442 1.642 -0.01 0.01 0.00
H -3.221 -1.854 3.929 0.00 0.00 0.01
H -1.335 -0.795 2.739 0.00 0.01 -0.02
H 0.408 0.697 3.180 -0.01 0.02 -0.03
H 1.886 1.870 4.775 0.00 0.00 0.01
H 1.547 5.463 2.497 0.00 0.01 -0.01
H 0.042 4.323 0.896 -0.01 -0.01 -0.02
C 2.298 0.499 -0.309 -0.42 -0.47 0.30
C 2.214 0.818 -1.714 -0.08 -0.09 -0.01
C 2.653 -0.115 -2.682 -0.11 0.09 0.01
C 2.420 0.108 -4.024 -0.01 0.00 0.04
C 1.735 1.251 -4.427 0.00 0.01 -0.07
C 1.284 2.178 -3.496 0.01 -0.03 0.06
C 1.510 1.963 -2.147 0.12 -0.12 -0.09
H 2.163 1.294 0.417 0.22 0.03 0.00
H 2.964 -0.308 -0.018 0.17 0.18 0.04
H 3.170 -1.006 -2.350 0.01 0.00 0.00
H 2.769 -0.602 -4.761 0.00 -0.01 0.00
H 1.560 1.424 -5.481 0.00 0.00 0.00
H 0.766 3.070 -3.822 0.00 0.01 -0.01
H 1.189 2.693 -1.412 0.00 0.01 0.01
```
Positions in Å, forces in eV/Å.

Properties
Total charge: +1
Energy above the lowest of the compared OMol25 structures with the same formula, charge and spin (eV): 0.276
Highest occupied orbital energy (spin up / spin down) (eV): -10.71 / -10.70
Max |F| (eV/Å): 0.83
E_tot (hartree): -4040.5686
HOMO-LUMO gap (spin up / spin down) (eV): 6.939 / 7.016

Löwdin atomic charge list, values in e, 8 entries: 0.28 0.13 -0.30 -0.01 -0.05 -0.31 -0.06 -0.02

***

# 3
ORCA calculation (the ωB97M-V functional and the def2-TZVPD basis) on a structure of composition C35H28F4N6S3Y.

Geometry as XYZ:
```
77
Properties=species:S:1:pos:R:3:forces:R:3
Y -0.211 0.182 -1.093 0.01 0.13 0.07
C -2.055 2.882 -2.459 -0.01 0.00 0.01
N -1.962 2.065 -1.239 0.02 0.04 0.01
C -3.294 1.528 -0.925 0.00 -0.02 -0.01
C -1.489 2.954 -0.149 0.00 -0.02 0.04
C -1.381 2.240 1.186 -0.01 0.01 -0.03
N -0.810 0.916 0.967 -0.05 0.05 0.08
C -0.759 0.068 2.044 0.01 -0.10 -0.03
C -0.886 -1.303 1.793 0.01 0.04 0.00
F -1.139 -1.652 0.484 0.01 -0.08 -0.15
C -0.713 -2.293 2.728 -0.02 0.03 -0.03
F -0.816 -3.574 2.352 0.01 0.00 0.01
C -0.439 -1.958 4.040 0.01 -0.02 0.03
C -0.342 -0.613 4.340 -0.01 0.02 0.03
F -0.059 -0.242 5.591 0.00 0.00 -0.01
C -0.495 0.379 3.386 0.00 0.00 -0.03
F -0.311 1.655 3.758 0.00 0.00 0.00
H -2.740 3.723 -2.303 0.00 0.00 0.00
H -1.072 3.274 -2.717 0.00 -0.01 0.00
H -2.431 2.281 -3.284 0.00 -0.01 -0.01
H -4.015 2.334 -0.749 0.00 0.00 0.00
H -3.653 0.932 -1.766 0.00 0.01 0.00
H -3.248 0.898 -0.037 0.00 0.00 0.00
H -0.511 3.330 -0.457 0.01 -0.01 0.00
H -2.165 3.813 -0.054 0.00 0.01 -0.01
H -0.784 2.873 1.846 0.02 -0.01 0.00
H -2.370 2.156 1.653 -0.01 0.01 0.00
H -0.310 -2.711 4.804 0.00 -0.01 -0.01
S -1.831 -4.086 -5.298 -0.03 -0.06 0.03
C -1.638 -5.045 -6.699 0.02 0.06 -0.03
C -0.416 -5.639 -6.740 -0.02 -0.04 0.04
C 0.378 -5.322 -5.607 0.01 0.02 -0.01
C -0.253 -4.484 -4.733 0.02 0.01 -0.01
C 0.277 -3.952 -3.474 0.00 0.01 0.02
C -0.026 -2.645 -3.055 0.00 0.00 0.00
N 0.445 -2.089 -1.955 0.01 0.04 -0.03
C 1.293 -2.811 -1.181 0.00 0.00 0.01
C 1.626 -4.137 -1.484 0.00 -0.01 -0.01
C 2.471 -4.881 -0.592 0.00 0.00 0.00
C 2.947 -4.318 0.536 -0.01 0.02 0.00
C 2.650 -2.949 0.857 0.00 -0.02 -0.02
C 3.116 -2.332 2.025 0.01 0.00 0.02
C 2.818 -1.011 2.285 0.01 -0.02 -0.03
C 2.085 -0.320 1.301 -0.01 0.01 -0.01
N 1.607 -0.882 0.210 -0.05 -0.04 0.05
C 1.861 -2.191 -0.014 0.01 0.00 0.02
C 3.180 -0.358 3.542 0.07 0.02 0.00
C 3.414 -0.960 4.748 -0.01 0.00 0.03
C 3.679 -0.033 5.785 -0.05 0.01 0.00
C 3.634 1.256 5.349 0.08 0.00 0.00
S 3.300 1.354 3.681 -0.08 0.00 0.00
C 1.095 -4.698 -2.653 0.00 0.00 -0.01
H -2.440 -5.120 -7.416 0.00 0.00 -0.01
H -0.092 -6.281 -7.545 0.00 0.00 0.00
H 1.389 -5.677 -5.460 0.00 0.00 0.00
H -0.676 -2.033 -3.667 0.02 -0.01 0.01
H 2.705 -5.907 -0.841 0.00 0.00 0.00
H 3.569 -4.884 1.217 0.00 0.00 0.00
H 3.712 -2.906 2.724 0.01 0.01 0.00
H 1.836 0.727 1.440 0.01 0.00 0.02
H 3.363 -2.029 4.903 -0.01 0.00 -0.02
H 3.876 -0.311 6.809 0.00 0.01 0.00
H 3.791 2.157 5.919 0.02 0.00 0.00
H 1.326 -5.726 -2.904 0.00 0.00 0.00
C -2.144 -0.240 -4.633 0.00 0.03 0.01
C -0.849 0.518 -4.666 -0.02 -0.03 -0.04
C -0.349 1.027 -5.851 -0.03 -0.02 0.04
C 0.830 1.750 -5.773 0.03 0.01 0.02
N 1.463 1.991 -4.633 0.00 0.00 -0.02
C 0.930 1.477 -3.527 0.05 0.00 0.03
S 1.674 1.807 -1.986 0.02 -0.02 -0.06
N -0.197 0.716 -3.514 -0.04 -0.06 0.01
H -2.083 -1.148 -5.235 0.00 0.01 0.00
H -2.944 0.369 -5.056 -0.01 0.00 0.00
H -2.423 -0.511 -3.614 -0.01 0.00 0.00
H -0.863 0.869 -6.788 0.01 0.01 -0.01
H 1.286 2.168 -6.665 -0.01 0.00 -0.01
```
Positions in Å, forces in eV/Å.

Properties
Total charge: +1
Energy above the lowest of the compared OMol25 structures with the same formula, charge and spin (eV): 0.070
Highest occupied orbital energy (eV): -10.33
Max |F| (eV/Å): 0.16
E_tot (hartree): -3311.4360
HOMO-LUMO gap (eV): 6.935

Löwdin atomic charge list, values in e, 8 entries: 1.37 -0.08 -0.34 -0.08 -0.21 -0.22 -0.14 -0.22